Formula: C6H10
Source: the OMol25 dataset
Level of theory: the ωB97M-V functional and the def2-TZVPD basis

Values from the calculation:
- LUMO: 1.238 eV
- HOMO: -8.63 eV
- F_max: 0.35 eV/Å
- Orbital gap: 9.87 eV
- Energy above the lowest of the compared OMol25 structures with the same formula, charge and spin: 3.203 eV
- DFT total energy: -6380.6565 eV
- Structure (SMILES): C=C1C[C@@H]2C[C@H]12.[H][H]
- Multiplicity: 1

Geometry (Å):
C: 0.619 0.716 0.730
C: -1.271 -0.986 -1.341
C: 0.615 -0.795 0.335
C: 1.886 -0.037 0.602
C: -0.191 -0.389 -0.842
C: 0.087 1.094 -0.662
H: -1.999 -0.431 -1.928
H: 0.850 1.547 -1.305
H: -2.095 -0.028 0.804
H: -1.766 0.248 1.412
H: -1.516 -2.013 -1.075
H: 2.314 -0.323 1.561
H: -0.824 1.699 -0.686
H: 0.388 -1.695 0.903
H: 0.287 1.177 1.655
H: 2.615 0.217 -0.163

Formula: C3H3Cl3S
Source: the OMol25 dataset
Level of theory: the ωB97M-V functional and the def2-TZVPD basis

Values from the calculation:
- LUMO (alpha / beta): -1.006 / -0.434 eV
- HOMO (alpha / beta): -7.98 / -8.87 eV
- F_max: 3.27 eV/Å
- Orbital gap (alpha / beta): 6.97 / 8.44 eV
- Energy above the lowest of the compared OMol25 structures with the same formula, charge and spin: 3.256 eV
- DFT total energy: -51557.7772 eV
- Multiplicity: 1

Geometry (Å):
Cl: -3.073 0.056 0.347
Cl: -1.211 2.201 -0.351
Cl: -0.106 -1.929 0.106
S: 2.664 -0.120 1.436
C: 2.396 -0.127 -0.087
C: -0.544 -0.373 -0.513
C: -1.284 0.568 0.274
H: -0.644 -0.399 -1.514
H: 2.873 -0.469 -0.970
H: -1.072 0.592 1.273

Formula: C6H7N2OS
Source: the OMol25 dataset
Level of theory: the ωB97M-V functional and the def2-TZVPD basis

Values from the calculation:
- LUMO: -4.404 eV
- HOMO: -13.47 eV
- Charge: +1
- F_max: 3.26 eV/Å
- Orbital gap: 9.06 eV
- Energy above the lowest of the compared OMol25 structures with the same formula, charge and spin: 0.000 eV
- DFT total energy: -22191.0807 eV
- Multiplicity: 1

Geometry (Å):
S: -3.015 0.154 0.262
O: 1.384 2.565 -0.042
N: -0.806 1.842 0.115
N: -0.549 -0.374 -0.195
C: 0.857 0.199 -0.466
C: -1.177 -1.596 -0.241
C: -1.434 0.652 0.046
C: 1.834 -0.461 0.502
C: 0.457 1.650 -0.134
C: -2.517 -1.480 -0.008
H: -3.087 -2.407 0.016
H: 2.792 -0.053 0.112
H: 1.757 -1.431 0.014
H: 1.240 0.074 -1.480
H: 1.060 3.395 0.213
H: -0.606 -2.518 -0.332
H: 1.810 -0.212 1.618

Formula: C37H29BrCl4GeN7O10SV
Source: the OMol25 dataset
Level of theory: the ωB97M-V functional and the def2-TZVPD basis

Values from the calculation:
- LUMO (alpha / beta): 2.843 / 2.791 eV
- HOMO (alpha / beta): -3.60 / -3.61 eV
- Charge: -2
- F_max: 1.64 eV/Å
- Orbital gap (alpha / beta): 6.45 / 6.40 eV
- DFT total energy: -282927.0769 eV
- Multiplicity: 3

Geometry (Å):
Br: -8.711 0.624 -1.138
Ge: 4.300 2.148 -0.614
V: 0.997 -1.235 -0.528
Cl: 5.626 3.447 0.786
Cl: -3.366 -3.720 2.493
Cl: 6.041 0.963 -1.496
Cl: 4.324 3.762 -2.410
S: 3.568 -1.806 -0.278
O: 1.711 -0.994 2.878
O: 2.319 -2.794 4.079
O: -1.674 -6.296 -0.999
O: -3.051 -6.188 0.729
O: 3.038 -0.649 -1.067
O: 4.208 -2.859 -1.015
O: -0.001 -4.782 -2.193
O: 0.902 -2.769 -1.847
O: 0.739 -0.196 -2.683
O: 0.377 0.397 0.084
N: 2.243 -2.292 0.478
N: 1.409 1.960 -2.760
N: -4.201 4.717 -1.358
N: -0.662 -2.301 0.205
N: -3.017 4.646 -0.979
N: -1.804 -0.144 -1.480
N: -1.572 -2.249 1.196
C: -6.190 1.687 -0.350
C: -7.321 2.918 -2.089
C: -5.133 2.581 -0.396
C: -1.573 0.864 3.193
C: -3.340 0.689 -3.097
C: -3.202 1.962 -2.620
C: -5.157 3.645 -1.294
C: -0.270 2.625 0.333
C: 1.483 0.674 -3.138
C: -1.998 -1.013 1.799
C: 6.575 -0.278 2.727
C: -7.269 1.854 -1.204
C: 4.366 -0.197 1.760
C: 5.965 -1.845 0.994
C: 0.128 -3.728 -1.560
C: -2.373 2.210 -1.501
C: -2.667 -0.358 -2.435
C: 6.888 -1.354 1.899
C: 5.305 0.277 2.660
C: -3.305 -0.599 1.589
C: 4.715 -1.245 0.922
C: -1.729 -4.284 0.300
C: -0.466 1.341 -0.166
C: -2.221 -3.433 1.272
C: -2.879 1.289 3.014
C: 2.109 -2.174 3.028
C: -1.121 -0.309 2.601
C: -6.265 3.813 -2.118
C: 2.344 -3.017 1.746
C: -1.593 1.122 -1.060
C: -3.749 0.549 2.222
C: -0.739 -3.503 -0.338
C: -2.206 -5.673 0.034
C: -1.143 3.658 -0.010
C: 2.483 0.364 -4.218
C: 7.601 0.275 3.677
C: -2.228 3.479 -0.849
H: -4.300 2.452 0.280
H: -2.828 -1.391 -2.725
H: 3.370 0.221 1.724
H: -1.001 4.649 0.403
H: 0.585 2.801 0.972
H: 2.138 0.787 -5.163
H: 7.656 -0.326 4.588
H: 2.208 2.575 -2.908
H: 0.830 2.178 -1.962
H: 1.582 -3.802 1.748
H: -3.958 0.480 -3.960
H: -8.175 3.051 -2.738
H: -6.168 0.852 0.336
H: 3.450 0.806 -3.973
H: 6.200 -2.660 0.325
H: 7.352 1.297 3.960
H: -0.099 -0.657 2.750
H: -0.890 1.432 3.809
H: 5.045 1.106 3.304
H: 8.591 0.282 3.218
H: -6.277 4.655 -2.798
H: 7.876 -1.796 1.949
H: 3.325 -3.489 1.828
H: -3.703 2.786 -3.108
H: -4.776 0.866 2.103
H: 2.580 -0.714 -4.306
H: -3.225 2.201 3.485
H: -0.998 -5.729 -1.495
H: -3.960 -1.167 0.940

Formula: C5H10O
Source: the OMol25 dataset
Level of theory: the ωB97M-V functional and the def2-TZVPD basis

Values from the calculation:
- LUMO (alpha / beta): 2.719 / 2.718 eV
- HOMO (alpha / beta): 0.20 / -2.27 eV
- Charge: -1
- F_max: 1.62 eV/Å
- Orbital gap (alpha / beta): 2.52 / 4.99 eV
- Energy above the lowest of the compared OMol25 structures with the same formula, charge and spin: 1.039 eV
- DFT total energy: -7392.0581 eV
- Multiplicity: 2

Geometry (Å):
O: 1.216 3.778 -4.376
C: 1.401 -1.458 1.143
C: -0.068 -1.138 1.331
C: -0.607 -0.295 0.327
C: -1.838 0.357 0.348
C: -0.836 -1.953 2.151
H: 0.006 -0.217 -0.574
H: -0.293 -2.520 2.911
H: 0.565 4.461 -4.164
H: 1.514 -2.035 0.219
H: -2.000 1.140 -0.391
H: 1.797 -2.032 1.977
H: 2.019 -0.554 1.086
H: -1.873 -1.701 2.300
H: 1.750 4.190 -5.063
H: -2.754 -0.022 0.778

Formula: C5H6N2O
Source: the OMol25 dataset
Level of theory: the ωB97M-V functional and the def2-TZVPD basis

Values from the calculation:
- LUMO: -0.139 eV
- HOMO: -9.51 eV
- F_max: 1.44 eV/Å
- Orbital gap: 9.37 eV
- Energy above the lowest of the compared OMol25 structures with the same formula, charge and spin: 2.186 eV
- DFT total energy: -10307.4179 eV
- Structure (SMILES): CC(=O)C#N.C=C=N
- Multiplicity: 1

Geometry (Å):
O: -0.375 -0.983 -1.759
N: -1.304 -2.898 -0.115
N: -2.446 1.505 -0.715
C: 0.888 0.575 -0.422
C: -1.265 -1.917 0.577
C: -0.367 -0.020 -1.015
C: -1.540 0.811 -0.828
C: -1.237 -0.850 1.321
H: -2.135 -0.288 1.507
H: -1.063 -2.858 -1.100
H: 1.553 -0.213 -0.076
H: 1.398 1.112 -1.225
H: 0.669 1.274 0.380
H: -0.384 -0.626 1.936

The highest DFT total energy belongs to which entry? C6H10